(1)
A molecular structure, C21H57BCl2InN6O4P2, computed with ωB97M-V/def2-TZVPD.

Element x y z (Å)
1 C 1.9065 -5.0571 2.8998
2 C 0.4144 -5.3141 2.7075
3 O -0.0310 -5.2690 1.3623
4 B 0.2926 -4.0964 0.6779
5 O 1.4317 -4.1930 -0.1230
6 In -0.8593 -2.1093 0.6963
7 C -3.0723 -2.3031 0.4440
8 C -3.8554 -3.0181 1.5760
9 C -4.5737 -2.0499 2.5356
10 C -3.0498 -4.0556 2.3495
11 C -0.2256 -0.8067 2.4716
12 Cl -0.4222 -1.6334 4.0648
13 C -0.8074 0.5771 2.4355
14 C -2.3197 0.6377 2.4486
15 Cl -0.2591 1.5437 3.9425
16 H 2.4978 -5.5013 2.1048
17 H 2.1962 -5.4424 3.8793
18 H 2.0824 -3.9814 2.9525
19 H -0.1420 -4.6040 3.3288
20 H 0.1565 -6.3069 3.0797
21 H 1.9158 -3.3721 -0.0052
22 H -0.2665 -1.1784 -0.7355
23 H -3.5764 -1.3566 0.2420
24 H -3.2090 -2.9110 -0.4553
25 H -4.6675 -3.5738 1.0880
26 H -3.9976 -1.8537 3.4385
27 H -4.8552 -1.1422 2.0045
28 H -5.5144 -2.5190 2.8390
29 H -2.6729 -4.8072 1.6583
30 H -3.7420 -4.5811 3.0202
31 H -2.2740 -3.6160 2.9755
32 H 0.8483 -0.6839 2.3321
33 H -0.3632 1.1229 1.6077
34 H -2.6208 1.6764 2.5907
35 H -2.7310 0.3230 1.4927
36 H -2.6822 0.0403 3.2791
37 O -3.1266 -1.2578 -3.2044
38 P -2.5731 -2.1056 -4.3121
39 N -1.4463 -0.9688 -4.9685
40 C -1.8394 0.1647 -5.7718
41 C -0.4047 -0.6088 -4.0101
42 N -4.0348 -2.3536 -5.1993
43 C -4.2893 -1.8613 -6.5291
44 C -5.2623 -2.3736 -4.4132
45 N -1.7914 -3.3718 -5.1481
46 C -0.7288 -3.2724 -6.1290
47 C -2.3887 -4.6985 -5.0621
48 H -0.9476 0.6023 -6.2307
49 H -2.3576 0.9480 -5.1984
50 H -2.4685 -0.1242 -6.6117
51 H 0.0935 -1.5068 -3.6325
52 H -0.8010 -0.0619 -3.1486
53 H 0.3586 0.0044 -4.4955
54 H -4.5308 -0.7892 -6.5362
55 H -5.1385 -2.3937 -6.9697
56 H -3.4455 -2.0457 -7.1981
57 H -5.6337 -1.3637 -4.1962
58 H -5.1083 -2.8824 -3.4646
59 H -6.0391 -2.9223 -4.9544
60 H -1.0789 -2.8119 -7.0578
61 H -0.3530 -4.2706 -6.3692
62 H 0.1273 -2.7127 -5.7625
63 H -2.9727 -4.9271 -5.9607
64 H -3.0505 -4.7750 -4.2007
65 H -1.6232 -5.4686 -4.9360
66 O 5.0518 3.9883 0.9918
67 P 4.4373 5.0455 1.8628
68 N 5.7551 5.4611 2.8970
69 C 6.1730 4.6376 4.0109
70 C 6.8978 5.9819 2.1636
71 N 3.1649 4.1313 2.5583
72 C 3.0059 3.8744 3.9734
73 C 2.6681 2.9972 1.7813
74 N 3.6204 6.5045 2.1856
75 C 3.9731 7.5255 3.1530
76 C 2.2919 6.6694 1.6080
77 H 6.8759 5.2040 4.6290
78 H 6.6547 3.6991 3.7018
79 H 5.3468 4.4010 4.6765
80 H 6.5935 6.8277 1.5374
81 H 7.3554 5.2251 1.5142
82 H 7.6567 6.3520 2.8560
83 H 3.6883 3.0917 4.3291
84 H 1.9866 3.5406 4.1787
85 H 3.1498 4.7801 4.5693
86 H 3.2909 2.1037 1.9090
87 H 2.6352 3.2347 0.7203
88 H 1.6496 2.7543 2.0890
89 H 3.8453 7.1691 4.1788
90 H 3.3322 8.4004 3.0193
91 H 4.9933 7.8826 3.0315
92 H 1.5128 6.4669 2.3490
93 H 2.1422 5.9916 0.7692
94 H 2.1543 7.6830 1.2208

The HOMO-LUMO gap is 6.73 eV. The calculation puts the total energy at -89304.7200 eV. The calculation puts the HOMO energy at -0.164 Ha. The net charge is -1.

***

(2)
6 unconnected molecules or ions with the total composition C21H57BFN6O6S, computed with ωB97M-V/def2-TZVPD.

Element x y z (Å)
1 N -0.1819 0.8591 2.0668
2 C -0.9430 0.0366 1.7591
3 O -1.6705 -0.9056 1.3314
4 B -2.9804 -1.2697 2.0823
5 F -2.5843 -2.0441 3.1920
6 S -3.8905 0.3101 2.7263
7 H -3.6544 -1.9093 1.3169
8 H -5.0080 0.1861 2.0126
9 C 0.8735 2.2865 -3.0644
10 C 0.7941 1.3210 -1.8853
11 C 1.6201 0.0444 -2.0646
12 O 1.0426 -0.9275 -2.9213
13 C 1.3067 -0.7649 -4.2951
14 N -0.6036 1.0557 -1.5624
15 H 0.2815 1.9356 -3.9115
16 H 0.4741 3.2591 -2.7732
17 H 1.9048 2.4244 -3.3998
18 H 1.2284 1.8221 -1.0163
19 H 1.6998 -0.4351 -1.0854
20 H 2.6414 0.2748 -2.3983
21 H 2.3199 -0.3820 -4.4612
22 H 0.5902 -0.0921 -4.7761
23 H 1.2230 -1.7466 -4.7617
24 H -0.6378 0.4992 -0.7105
25 H -1.0087 0.4638 -2.2820
26 C 5.8938 3.2628 1.7164
27 C 6.0962 2.2251 0.6183
28 C 4.8346 1.9451 -0.2092
29 O 3.8774 1.1327 0.4292
30 C 2.9843 1.8121 1.3039
31 N 6.6646 1.0089 1.2051
32 H 5.3264 2.8530 2.5518
33 H 6.8594 3.5871 2.1049
34 H 5.3614 4.1388 1.3406
35 H 6.8379 2.6252 -0.0821
36 H 5.1331 1.3968 -1.1089
37 H 4.3736 2.8888 -0.5362
38 H 2.7511 2.8116 0.9213
39 H 3.3917 1.8927 2.3142
40 H 2.0549 1.2509 1.3540
41 H 6.8991 0.3545 0.4648
42 H 5.9281 0.5470 1.7328
43 C 2.4202 -5.0606 0.2882
44 C 1.8387 -3.7016 -0.0891
45 C 0.9146 -3.1053 0.9816
46 O -0.3694 -3.6837 1.0296
47 C -0.5068 -4.8480 1.8066
48 N 1.1893 -3.8033 -1.3951
49 H 1.6695 -5.8484 0.2130
50 H 3.2340 -5.3207 -0.3895
51 H 2.8098 -5.0558 1.3086
52 H 2.6764 -3.0030 -0.1962
53 H 0.7456 -2.0513 0.7442
54 H 1.3872 -3.1453 1.9736
55 H 0.1361 -4.8131 2.6937
56 H -0.2805 -5.7575 1.2392
57 H -1.5459 -4.8922 2.1327
58 H 0.9090 -2.8779 -1.7087
59 H 0.3153 -4.3062 -1.2618
60 C -0.6024 6.3014 -0.8697
61 C 0.7402 6.9109 -1.2561
62 C 1.9487 6.1558 -0.6896
63 O 2.2019 6.3802 0.6835
64 C 1.4445 5.5702 1.5683
65 N 0.7487 8.3331 -0.8996
66 H -0.8512 6.5083 0.1713
67 H -1.3948 6.7286 -1.4838
68 H -0.6061 5.2189 -1.0093
69 H 0.8299 6.8500 -2.3462
70 H 2.8459 6.5026 -1.2116
71 H 1.8501 5.0785 -0.8823
72 H 1.2701 4.5815 1.1352
73 H 0.4845 6.0223 1.8257
74 H 2.0222 5.4551 2.4849
75 H 1.5986 8.7647 -1.2502
76 H 0.8229 8.3989 0.1121
77 C -7.6399 -5.9030 -0.0905
78 C -6.5884 -5.7798 1.0064
79 C -6.5385 -4.3962 1.6669
80 O -5.9031 -3.4081 0.8928
81 C -6.7039 -2.7335 -0.0488
82 N -5.2879 -6.1895 0.4716
83 H -7.3330 -5.3782 -0.9960
84 H -7.7844 -6.9508 -0.3545
85 H -8.5991 -5.4937 0.2334
86 H -6.8523 -6.4894 1.7986
87 H -5.9404 -4.4755 2.5787
88 H -7.5451 -4.0646 1.9612
89 H -7.7248 -2.5915 0.3245
90 H -6.7458 -3.2558 -1.0101
91 H -6.2486 -1.7566 -0.2104
92 H -4.6071 -6.2082 1.2252
93 H -4.9591 -5.4478 -0.1419

The HOMO-LUMO gap is 7.61 eV. The calculation puts the total energy at -58158.2122 eV. The calculation puts the HOMO energy at -0.193 Ha. The net charge is -1.